Molecular formula: C2HF3O2
Method: DFT, ωB97M-V/def2-TZVPD

CARTESIAN COORDINATES (ANGSTROEM)
O 1.721 -0.932 -0.921
C 1.067 -0.451 -0.093
F 1.384 -0.355 1.198
C -0.330 0.230 -0.349
O -1.505 -0.381 0.389
F -0.148 1.593 0.069
F -0.676 0.245 -1.637
H -1.514 0.049 1.343

Charge: 0
SMILES: O=C(F)C(O)(F)F
HOMO-LUMO gap: 12.6 eV
DFT total energy: -14337.1231 eV
Energy relative to the best compared isomer or geometry (same formula, charge and spin): 114.0 kJ/mol